(i)
DFT (wB97M-V/def2-TZVPD) results for a gas-phase ion, C5H11N2O (charge +1).

The charge is +1. Its molar mass is 115.16 g/mol. The orbital gap comes out at 0.3845 Ha. The spin multiplicity is 1.

Last column: Löwdin charge in e.
CARTESIAN COORDINATES (ANGSTROEM)
N 0.58092 2.91951 0.03030  0.193
C 1.21528 1.82071 -0.32090  -0.122
N 0.67611 0.66682 -0.56025  0.089
C -0.74701 0.30666 -0.47331  -0.129
C -1.00710 -0.52240 0.77575  -0.141
C -0.54127 -2.00960 0.74637  -0.117
C 0.33552 -2.35029 -0.42619  -0.245
O 1.49774 -2.02001 -0.51411  0.042
H -0.42761 2.99356 -0.01331  0.126
H 1.00171 3.82801 -0.08458  0.138
H 2.29675 1.85078 -0.34433  0.171
H 1.32602 -0.07555 -0.77665  0.125
H -0.91426 -0.24169 -1.35967  0.119
H -1.42608 1.15403 -0.52499  0.126
H -0.54198 -0.00357 1.61447  0.119
H -2.06796 -0.55967 1.03081  0.123
H -1.30544 -2.76600 0.86642  0.119
H 0.12638 -2.06571 1.60745  0.126
H -0.07772 -2.92559 -1.27326  0.138


(ii)
DFT (wB97M-V/def2-TZVPD) results for 2 unconnected molecules or ions with the total composition C5H11N2O.

The charge is +1. Its molar mass is 115.16 g/mol. The orbital gap comes out at 0.2710 Ha. The spin multiplicity is 1.

Last column: Löwdin charge in e.
CARTESIAN COORDINATES (ANGSTROEM)
C 1.51989 -0.26492 -0.24449  -0.206
C -1.26725 0.12254 -2.02941  0.196
C 3.86380 -0.80216 -0.59209  0.063
C -3.04717 0.38274 -0.38899  0.037
C 1.47642 -0.01782 1.98394  -0.007
N 2.72122 -0.46392 -0.21589  -0.010
N -1.63600 0.19466 -0.80544  0.045
O 0.69394 -0.06316 0.75033  -0.134
H -1.97133 0.53108 -2.71386  0.123
H -0.33427 -0.22517 -2.16278  0.054
H 4.60488 0.01631 -0.92814  0.137
H 4.05042 -1.75889 -0.49081  0.039
H -3.41452 1.13355 0.29270  0.112
H -3.61297 0.45592 -1.23390  0.071
H -3.13598 -0.40799 0.28215  0.092
H 0.84264 0.56425 2.66205  0.104
H 2.43786 0.53529 1.78972  0.124
H 1.54491 -0.91633 2.42599  0.056
H -0.85437 -0.06024 -0.19591  0.104


Least stable = (ii)


(i)
DFT (wB97M-V/def2-TZVPD) results for a gas-phase ion, C5H11N2O (charge +1).

The charge is +1. Its molar mass is 115.16 g/mol. The orbital gap comes out at 0.3693 Ha. The spin multiplicity is 1.

Last column: Löwdin charge in e.
CARTESIAN COORDINATES (ANGSTROEM)
C 0.01712 -1.44576 0.99704  0.114
C 0.32700 -0.61063 -0.04936  -0.146
O -0.44022 0.21491 -0.79493  -0.098
C -1.85838 0.17113 -0.73993  -0.159
C -2.56983 0.83821 0.56815  -0.030
C 2.06063 0.02027 -0.29494  -0.235
N 2.99058 -0.47052 0.41365  0.221
N 2.10111 0.84503 -1.30485  0.202
H -1.05405 -1.61685 1.15575  0.082
H 0.80839 -1.84072 1.54420  0.034
H -2.24821 0.54948 -1.64072  0.107
H -2.24789 -0.81218 -0.73230  0.103
H -2.11258 1.65027 1.09605  0.062
H -3.57462 1.19053 0.38851  0.064
H -2.85746 0.03197 1.30676  0.080
H 2.59260 -1.05569 1.12338  0.116
H 3.93885 -0.03708 0.39685  0.183
H 1.18667 1.09529 -1.64910  0.115
H 2.94028 1.28234 -1.78421  0.186


(ii)
DFT (wB97M-V/def2-TZVPD) results for a gas-phase ion, C5H11N2O (charge +1).

The charge is +1. Its molar mass is 115.16 g/mol. The orbital gap comes out at 0.3458 Ha. The spin multiplicity is 1.

Last column: Löwdin charge in e.
CARTESIAN COORDINATES (ANGSTROEM)
C -2.75669 -0.70645 0.38613  -0.035
C -1.40957 -0.21348 0.03800  -0.214
N -1.38328 1.36400 -0.30383  0.221
C -0.18125 -0.82172 -0.02967  0.011
C 1.23468 -0.44773 -0.30876  -0.178
N 2.25887 -1.02717 0.16224  0.077
C 3.61701 -0.42958 -0.05958  -0.284
O 3.57028 0.91557 0.22774  -0.035
H -2.94856 -0.56646 1.41841  0.087
H -3.61172 -0.26919 -0.18585  0.117
H -2.60186 -1.76239 0.35031  0.090
H -1.06063 1.42052 -1.29291  0.173
H -0.78328 1.81252 0.32165  0.120
H -2.43438 1.74627 -0.24450  0.224
H -0.30027 -1.92288 0.16616  0.146
H 1.39841 0.40746 -0.95441  0.113
H 3.85046 -0.30373 -1.13648  0.133
H 4.31576 -1.20347 0.42837  0.147
H 3.18780 1.01196 1.09556  0.089


Least stable = (ii)


(i)
DFT (wB97M-V/def2-TZVPD) results for a gas-phase ion, C5H12NO (charge +1).

The charge is +1. Its molar mass is 102.16 g/mol. The orbital gap (spin up / spin down) comes out at 0.3443 / 0.2689 Ha. The spin multiplicity is 1.

Last column: Löwdin charge in e.
CARTESIAN COORDINATES (ANGSTROEM)
C -0.02246 -0.18572 -1.08650  -0.142
C -0.99846 -1.24637 0.83266  0.081
C -1.32747 -0.33549 -0.41070  -0.353
C 0.96724 0.21248 -0.00639  -0.303
C 2.22534 -0.43278 0.26638  -0.030
N -1.68628 1.05927 0.08634  0.247
O 0.87373 1.55118 0.34716  0.030
H 0.36505 -1.17742 -1.63222  0.198
H -0.11050 0.56979 -1.83128  0.108
H -1.84133 -0.98252 1.55395  0.072
H -0.80053 -2.30605 0.79650  0.062
H -2.16830 -0.77250 -1.06468  0.178
H 2.13959 -1.40340 0.52236  0.056
H 2.94998 -0.00201 0.91148  0.087
H 2.97569 -0.37349 -0.60696  0.148
H -1.04895 1.30625 0.76833  0.102
H -2.59945 1.10840 0.44022  0.153
H -1.61074 1.68487 -0.70015  0.168
H 1.71784 1.72551 0.81350  0.138


(ii)
DFT (wB97M-V/def2-TZVPD) results for a gas-phase ion, C5H12NO (charge +1).

The charge is +1. Its molar mass is 102.16 g/mol. The orbital gap comes out at 0.3668 Ha. The spin multiplicity is 1.

Last column: Löwdin charge in e.
CARTESIAN COORDINATES (ANGSTROEM)
N -0.15356 2.09562 -2.30471  0.208
C 0.41082 0.89995 -1.59720  -0.072
C 0.18280 0.68235 -0.32214  -0.081
C 1.09173 -0.06718 0.63181  -0.158
C 0.60816 -1.47476 0.99356  -0.172
C -0.74741 -1.49912 1.68778  -0.260
O -1.72823 -0.79592 0.94295  -0.071
H 0.45659 2.35137 -3.08126  0.173
H -0.21256 2.83566 -1.60782  0.169
H -1.10688 1.94594 -2.64604  0.175
H 1.12598 0.34012 -2.17150  0.128
H -0.64498 1.08469 0.25184  0.121
H 1.04093 0.51418 1.55750  0.127
H 2.11516 0.00704 0.26393  0.120
H 1.29187 -1.98781 1.66835  0.123
H 0.53133 -2.06957 0.08145  0.119
H -0.59382 -1.14446 2.71778  0.125
H -1.08202 -2.53554 1.79439  0.125
H -2.58592 -1.18257 1.13935  0.100


Least stable = (i)


(i)
DFT (wB97M-V/def2-TZVPD) results for 2 unconnected molecules or ions with the total composition CH3F2OP.

The charge is 0. Its molar mass is 100.00 g/mol. The orbital gap (spin up / spin down) comes out at 0.3447 / 0.2507 Ha. The spin multiplicity is 1.

Last column: Löwdin charge in e.
CARTESIAN COORDINATES (ANGSTROEM)
C -1.42926 0.07662 0.05718  -0.271
O -0.21769 0.71418 0.28946  -0.217
F 2.25261 -1.27167 0.34661  -0.343
F 2.80873 1.10528 0.10720  -0.333
P 2.20920 -0.10033 -0.74778  0.935
H -1.37605 -0.87002 -0.48299  0.070
H -2.21676 0.54149 -0.55653  0.062
H -2.03077 -0.19554 0.98685  0.097


(ii)
DFT (wB97M-V/def2-TZVPD) results for a single CH3F2OP molecule.

The charge is 0. Its molar mass is 100.00 g/mol. The orbital gap comes out at 0.4329 Ha. The spin multiplicity is 1.

Last column: Löwdin charge in e.
CARTESIAN COORDINATES (ANGSTROEM)
C 1.23970 -0.09277 0.16200  -0.145
O -0.15714 0.03501 0.40957  -0.406
P -1.36720 -0.21543 -0.63345  0.883
F -2.07929 1.40426 -0.58008  -0.357
F -2.37943 -0.75774 0.45327  -0.246
H 1.34930 -0.14857 -0.93414  0.064
H 1.61838 -1.06511 0.56780  0.094
H 1.77568 0.84035 0.55504  0.113


(iii)
DFT (wB97M-V/def2-TZVPD) results for 2 unconnected molecules or ions with the total composition CH3F2OP.

The charge is 0. Its molar mass is 100.00 g/mol. The orbital gap (spin up / spin down) comes out at 0.2206 / 0.2955 Ha. The spin multiplicity is 1.

Last column: Löwdin charge in e.
CARTESIAN COORDINATES (ANGSTROEM)
C 1.03505 -0.41910 -0.10983  -0.084
O -0.32472 -0.76499 0.20150  -0.395
F -0.48131 2.70393 0.19927  -0.589
F -2.60051 -0.66567 0.56146  -0.283
P -1.56799 -0.12398 -0.55972  1.137
H 1.36981 -0.53430 -1.07799  0.072
H 1.58902 -0.82247 0.66431  0.078
H 0.98065 0.62658 0.12101  0.063


Least stable = (iii)


(i)
DFT (wB97M-V/def2-TZVPD) results for 2 unconnected molecules or ions with the total composition C3H8NO2.

The charge is -1. Its molar mass is 90.10 g/mol. The orbital gap (spin up / spin down) comes out at 0.2140 / 0.2137 Ha. The spin multiplicity is 1.

Last column: Löwdin charge in e.
CARTESIAN COORDINATES (ANGSTROEM)
C 1.03724 -0.03837 -1.21588  -0.065
C 0.62812 0.04440 1.36163  -0.096
C 0.24638 0.41990 -0.00847  -0.551
N -1.77323 -1.21496 0.08586  -0.167
O -2.50010 -0.00281 -0.05149  -0.370
O -0.54669 1.44087 -0.04967  -0.125
H 2.08680 0.36985 -1.13257  0.075
H 0.42914 0.42407 -2.11963  0.124
H 1.20260 -1.06042 -1.19513  0.027
H 1.22607 -0.78640 1.47481  0.030
H -0.26858 0.07692 1.95112  0.070
H 1.37901 0.88869 1.67195  0.101
H -1.34074 -1.38027 -0.82797  -0.066
H -1.80600 0.81853 0.05544  0.011


(ii)
DFT (wB97M-V/def2-TZVPD) results for a gas-phase ion, C3H8NO2 (charge -1).

The charge is -1. Its molar mass is 90.10 g/mol. The orbital gap comes out at 0.2375 Ha. The spin multiplicity is 1.

Last column: Löwdin charge in e.
CARTESIAN COORDINATES (ANGSTROEM)
O 0.59383 -2.37508 0.60764  -0.273
C 1.00023 -1.65182 -0.37962  -0.447
N -0.37371 -0.62267 -1.02623  -0.133
C -1.02050 0.44532 -0.26315  -0.380
C 0.06581 0.99635 0.51979  -0.318
O -0.20039 2.31981 1.14111  -0.136
H 1.64616 -0.74498 -0.40621  0.052
H 1.19601 -2.13515 -1.27995  0.029
H -1.07430 -1.34461 -1.41000  0.061
H -1.89112 -0.00280 0.38739  0.120
H -1.44592 1.34854 -0.93790  0.122
H 0.90887 1.24326 -0.19489  0.117
H 0.37511 0.16697 1.21616  0.121
H 0.21993 2.35686 2.02586  0.066


(iii)
DFT (wB97M-V/def2-TZVPD) results for 2 unconnected molecules or ions with the total composition C3H8NO2.

The charge is -1. Its molar mass is 90.10 g/mol. The orbital gap comes out at 0.2929 Ha. The spin multiplicity is 1.

Last column: Löwdin charge in e.
CARTESIAN COORDINATES (ANGSTROEM)
C -0.80898 0.57594 -1.99743  -0.471
N 0.37239 0.06193 -1.63829  0.080
O -1.27104 0.62806 -3.15408  -0.119
H -1.42417 0.87482 -1.12785  0.118
H 0.94064 -0.29439 -2.42774  0.104
H 0.48119 0.05538 -0.56353  -0.004
C -0.00535 -0.59303 2.02232  -0.535
O 0.48704 -0.03325 0.87672  -0.332
C 0.98642 -0.45843 3.16605  -0.169
H -0.22327 -1.67810 1.94450  0.081
H -0.91621 -0.09340 2.42844  0.078
H 0.56581 -0.86938 4.11429  0.055
H 1.28687 0.62069 3.27698  0.067
H 1.92192 -0.95445 2.89618  0.047


Least stable = (i)


(i)
DFT (wB97M-V/def2-TZVPD) results for 2 unconnected molecules or ions with the total composition C2H2IN.

The charge is 0. Its molar mass is 166.95 g/mol. The orbital gap comes out at 0.3372 Ha. The spin multiplicity is 1.

Last column: Löwdin charge in e.
CARTESIAN COORDINATES (ANGSTROEM)
C 0.02611 -0.63961 0.84119  -0.451
C -0.09392 0.32938 -0.16962  -0.737
N 0.11682 -1.40208 1.69197  0.158
I 1.71087 1.09395 -0.94449  0.784
H -0.94489 -0.49543 -1.44698  0.233
H -0.81499 1.11379 0.02794  0.013


(ii)
DFT (wB97M-V/def2-TZVPD) results for 2 unconnected molecules or ions with the total composition C2H2IN.

The charge is 0. Its molar mass is 166.95 g/mol. The orbital gap (spin up / spin down) comes out at 0.2378 / 0.2378 Ha. The spin multiplicity is 1.

Last column: Löwdin charge in e.
CARTESIAN COORDINATES (ANGSTROEM)
C 0.58397 0.94768 0.03395  -0.339
C 0.36496 -0.40969 -0.02758  -0.064
N 0.82882 2.07469 0.07442  0.192
I -2.65421 -0.70302 -0.05832  0.116
H 0.56410 -0.96012 -0.92892  0.055
H 0.31235 -0.94954 0.90645  0.039


Least stable = (i)